The following is a quantum chemistry calculation of the molecule C12H12 in a non-equilibrium geometry, from OMol25.

Each line ends with the Mulliken charge.
Element x y z (Å)
C -3.8760 0.1725 -0.0258  -0.3606
C -3.3430 -1.1789 0.1579  -0.7033
C -3.0307 1.2028 -0.1702  -0.6926
C -1.9889 -1.3055 0.2712  -0.9528
C -0.7030 2.0099 -0.2867  -0.7014
C 0.2990 -0.7328 0.0750  -1.0332
C -1.5209 1.0570 -0.1867  1.1294
C -0.9853 -0.2911 0.0476  1.1089
C 1.9022 0.8524 1.1420  -0.7856
C 1.6460 1.2866 -0.2346  -0.6149
C 1.6459 -0.1088 0.0261  1.5308
C 2.4927 -0.9796 -0.7364  -1.5277
H -4.9170 0.3228 -0.1262  0.4122
H -4.0420 -1.9951 0.0511  0.3844
H -3.3838 2.1857 -0.5392  0.2701
H -1.5755 -2.3667 0.3071  0.1431
H -0.6493 3.0900 -0.5140  0.3264
H 0.3396 -1.8345 0.3443  0.1132
H 2.8420 1.1467 1.4245  0.3699
H 1.0579 1.0895 1.8154  0.2242
H 2.1173 1.9926 -0.9017  0.3132
H 3.6324 -0.7665 -0.8256  0.3230
H 2.2145 -1.0063 -1.7890  0.3491
H 2.2361 -1.9546 -0.3656  0.3744

Lowest unoccupied orbital energy: 0.0040 hartree
Energy relative to the best compared isomer or geometry (same formula, charge and spin): 730.3 kJ/mol
Frontier orbital gap: 7.52 eV

***

The following is a quantum chemistry calculation of a cluster of 5 separate species, C35H40N2O13S in total in a non-equilibrium geometry, from OMol25.

Each line ends with the Mulliken charge.
Element x y z (Å)
C 3.2940 -1.3207 0.4195  -0.8190
C 4.4235 -1.0328 -0.7671  0.3935
C 4.9631 0.5247 -0.6968  -1.0286
C 3.9507 -1.5090 -2.2625  -0.1083
C 3.8818 -3.1686 -2.2527  -0.8725
C 2.4492 -0.9922 -2.7027  -0.7129
O 2.2556 0.4505 -2.4873  -0.2722
C 0.8392 0.7724 -2.2528  0.2845
C 0.0387 0.2554 -0.8837  -0.2462
C -1.5548 0.6526 -0.6175  -0.1931
C -2.4465 1.5967 -1.6713  0.3069
C -1.5921 2.0510 -3.0362  0.1741
C -0.0292 1.6560 -3.3261  -0.5041
S -2.5271 3.1097 -4.2683  -0.2336
C -3.6094 4.2090 -3.1412  0.1413
C -3.9219 5.7799 -3.4999  -0.3564
C -4.8804 6.7266 -2.5120  -0.5314
C -5.5144 5.9762 -1.1947  -0.5170
C -5.1803 4.4037 -0.8482  -0.0541
C -4.1931 3.4257 -1.7815  0.3511
N -3.8799 1.9874 -1.4996  0.2030
C -4.5395 1.4359 -0.2581  -0.0147
C -5.7598 0.3303 -0.5530  -0.3477
C -6.4392 -0.2074 0.8755  -0.3622
C -5.7984 0.4245 2.2308  -0.2073
N -4.7279 1.4390 2.4428  -0.5192
C -4.0759 1.9626 1.2096  -0.1101
H 2.3747 -1.9164 -0.0294  0.3617
H 2.9580 -0.2530 0.7998  0.1508
H 3.7701 -1.9705 1.2995  0.0505
H 5.3584 -1.7087 -0.4695  0.4873
H 4.0173 1.2392 -0.5865  0.2039
H 5.6466 0.5999 0.2588  0.2101
H 5.5951 0.7978 -1.6646  0.2879
H 4.6857 -1.1882 -3.1281  0.4341
H 4.7311 -3.6503 -1.5842  0.3277
H 2.8376 -3.4879 -1.7759  0.2758
H 3.9077 -3.5878 -3.3450  0.0177
H 1.6457 -1.6426 -2.1472  0.2632
H 2.3098 -1.1781 -3.8701  0.2248
H 0.6897 -0.3838 -0.1374  -0.0011
H -2.0414 0.2382 0.3714  0.2431
H 0.4305 2.0518 -4.3542  0.2380
H -3.4017 6.2053 -4.4850  0.2559
H -5.0538 7.8519 -2.7950  0.2957
H -6.2080 6.6057 -0.4554  0.3470
H -5.6947 3.9681 0.1371  0.2016
H -6.0798 -0.0309 -1.6166  0.3615
H -7.3029 -1.0267 0.8744  0.2984
H -6.2773 -0.0063 3.2387  0.2908
H -3.2077 2.7471 1.3101  0.3590
C 5.4973 0.6007 3.9690  -0.3812
C 5.5363 -0.7153 4.6758  0.0993
O 5.6005 -1.6517 3.6169  -0.2931
C 6.1238 -0.9970 2.5394  0.6260
O 6.4756 -1.5420 1.5065  -0.5824
O 6.2030 0.3464 2.7689  -0.2924
H 5.9816 1.3959 4.5424  0.2690
H 4.4773 0.9117 3.7201  0.3087
H 6.4279 -0.8275 5.3018  0.2431
H 4.6474 -0.8844 5.2898  0.0007
C 3.0324 -3.0686 8.7993  -0.3511
C 3.9222 -3.6912 7.7728  -0.3224
O 4.1034 -2.6544 6.8272  -0.2570
C 3.8806 -1.4771 7.4814  0.6846
O 4.1146 -0.3748 7.0148  -0.5657
O 3.3629 -1.6945 8.7257  -0.3412
H 3.2186 -3.4589 9.8036  0.2990
H 1.9705 -3.1900 8.5613  0.2673
H 4.8987 -3.9723 8.1811  0.2695
H 3.4670 -4.5682 7.3044  0.2806
C 4.0565 -7.7496 -5.5887  -0.3311
C 5.1012 -6.7618 -5.9961  -0.2981
O 4.3863 -5.5428 -6.0670  -0.2983
C 3.2928 -5.6765 -5.2607  0.6997
O 2.5481 -4.7609 -4.9529  -0.5425
O 3.1423 -6.9675 -4.8435  -0.3022
H 4.4644 -8.5582 -4.9759  0.2876
H 3.5331 -8.1829 -6.4474  0.2709
H 5.8965 -6.6627 -5.2499  0.2613
H 5.5496 -7.0054 -6.9632  0.2831
C -9.1008 4.0756 0.1270  -0.1925
C -8.8742 5.3403 -0.6359  -0.0066
O -10.1674 5.6751 -1.1025  -0.3487
C -11.0603 5.0746 -0.2623  0.5835
O -12.2612 5.2876 -0.2673  -0.5437
O -10.4339 4.2059 0.5842  -0.3433
H -8.4112 3.9677 0.9687  0.2584
H -9.0302 3.1860 -0.5075  0.2337
H -8.5065 6.1523 0.0004  0.0592
H -8.1833 5.2036 -1.4724  0.2791

Lowest unoccupied orbital energy: -0.0227 hartree
Frontier orbital gap: 6.90 eV
SMILES: CC(C)[C@@H](C)COc1ccc2c(c1)Sc1ccccc1N2c1cccnc1.O=C1OCCO1.O=C1OCCO1.O=C1OCCO1.O=C1OCCO1

***

The following is a quantum chemistry calculation of a structure of composition C16H27O2Si in a non-equilibrium geometry, from OMol25.

Each line ends with the Mulliken charge.
Element x y z (Å)
C 2.9042 1.1470 -2.8763  -1.2548
C 1.6700 0.3675 -2.3871  -0.3211
C 0.9270 0.9765 -1.2757  0.1747
C -0.5065 0.8525 -1.1552  0.8668
C -1.1348 2.2684 -1.1287  -1.4078
O 1.6036 1.7495 -0.4491  -0.5387
Si 1.9861 1.2459 1.2361  0.3795
C 3.7602 1.7027 1.5160  -1.0875
C 0.7393 2.2325 2.1832  -0.9008
C 1.6586 -0.5927 1.2248  -0.5707
H 3.4054 0.5005 -3.6026  0.4178
H 2.5836 2.0630 -3.3925  0.3471
H 3.6137 1.4207 -2.0707  0.2378
H 0.9480 0.3325 -3.2225  0.4041
H 1.9521 -0.6652 -2.1023  0.2992
H -0.8754 0.2247 -2.0124  0.5207
H -1.6552 2.4848 -2.0747  0.2734
H -1.8413 2.3458 -0.3057  0.1998
H -0.3907 3.0664 -1.0384  0.5130
H 3.9900 1.4156 2.5539  0.3541
H 4.4654 1.1738 0.8570  0.3260
H 3.9518 2.7844 1.4097  0.3359
H 0.6335 1.8040 3.1918  0.3873
H 1.0771 3.2754 2.2853  0.3406
H -0.2525 2.2471 1.7080  0.2179
H 1.7023 -0.9572 2.2611  0.4101
H 0.6716 -0.8612 0.8230  -0.1071
H 2.4054 -1.1425 0.6355  0.3377
C -3.9224 0.6544 -0.1083  -0.7250
O -2.7593 0.0550 -0.6948  -0.3374
C -1.6160 -0.2910 -0.0626  -0.4386
C -1.5649 -1.7512 0.2357  0.4879
C -1.2339 -2.1589 1.5510  -0.0883
C -1.1887 -3.5150 1.8945  -0.8335
C -1.6301 -4.4629 0.9664  -0.4258
C -2.0449 -4.0641 -0.3176  -0.6442
C -1.9826 -2.7256 -0.6948  -0.5756
H -4.6805 0.5058 -0.9024  0.2702
H -4.2263 0.1385 0.8058  0.3175
H -3.8084 1.7321 0.0998  0.2898
H -1.2156 0.3522 0.7536  0.3559
H -0.9744 -1.3779 2.2691  0.5479
H -0.8293 -3.8294 2.8878  0.4002
H -1.6279 -5.5176 1.2413  0.3988
H -2.4232 -4.8044 -1.0242  0.4035
H -2.2639 -2.4022 -1.6916  0.4417

Net charge: +1
Lowest unoccupied orbital energy: -0.1630 hartree
Energy relative to the best compared isomer or geometry (same formula, charge and spin): 166.7 kJ/mol
Frontier orbital gap: 7.73 eV

***

The following is a quantum chemistry calculation of a structure of composition C31H40BrN3O2PPmS2SeSi in a non-equilibrium geometry, from OMol25.

Each line ends with the Mulliken spin population.
Element x y z (Å)
Pm 6.8075 3.5418 17.4220  4.0567
C 7.9998 0.7311 12.3225  0.0006
C 7.7937 2.1232 11.8003  -0.0038
C 7.1230 3.0637 12.5523  0.0018
C 7.0526 4.3895 12.0712  0.0016
C 7.5783 4.6761 10.8529  -0.0003
C 8.2813 3.7357 10.1099  0.0001
C 8.3795 2.4678 10.6068  0.0002
H 7.5817 -0.0251 11.6624  0.0010
H 7.5004 0.6434 13.2611  0.0005
H 9.0589 0.5080 12.3947  -0.0006
H 6.5913 2.8370 13.4971  0.0014
H 6.4147 5.0607 12.6487  -0.0009
H 7.4124 5.6871 10.4908  0.0000
H 8.7468 3.9650 9.1694  0.0000
H 8.8881 1.7406 10.0217  0.0000
C 12.3042 2.2307 17.2046  0.0519
C 11.7429 1.3838 16.2886  -0.0233
C 10.4100 1.1057 16.3279  0.0596
C 9.5742 1.6419 17.3547  -0.0556
C 10.1778 2.4477 18.3225  0.0691
C 11.5441 2.7067 18.2427  -0.0276
N 8.1828 1.5269 17.2925  0.1641
N 7.8444 0.4735 16.4663  0.5216
C 6.5727 0.5835 15.9526  -0.0275
C 6.0530 -0.5338 15.2625  0.1209
C 4.8113 -0.4479 14.6696  -0.0814
C 4.0347 0.7113 14.7197  0.1523
C 4.5506 1.8244 15.3963  -0.1029
C 5.8095 1.7683 16.1062  0.1600
H 13.3891 2.3836 17.0824  0.0053
H 12.3974 0.9676 15.5053  -0.0002
H 9.9667 0.4585 15.5793  -0.0142
H 9.6504 2.9360 19.1321  0.0047
H 11.9444 3.3635 19.0143  -0.0015
H 6.5623 -1.4974 15.2630  -0.0006
H 4.5142 -1.3566 14.2116  -0.0035
H 3.0182 0.6531 14.1868  0.0053
H 4.0396 2.7817 15.3281  -0.0054
C 5.8361 6.1878 23.5498  0.0001
C 5.6344 5.2734 22.3839  -0.0004
O 6.7458 4.4020 22.1455  0.0007
P 7.1327 3.8055 20.7338  0.0075
S 5.5400 2.8793 19.9327  -0.0082
S 8.1052 5.1768 19.6727  -0.0085
O 8.2736 2.8152 21.1479  -0.0016
C 7.9905 1.6785 21.9416  -0.0016
C 8.5650 0.4699 21.1917  0.0092
H 4.8739 6.7398 23.6383  0.0000
H 6.6306 6.8799 23.3718  0.0000
H 6.0318 5.6252 24.4403  0.0000
H 5.4050 5.8760 21.4985  0.0004
H 4.8080 4.6054 22.5682  0.0000
H 6.9130 1.4914 22.0765  0.0002
H 8.4841 1.7888 22.9314  0.0001
H 8.1739 0.4689 20.1651  -0.0022
H 8.2114 -0.5238 21.5607  0.0001
H 9.6808 0.5238 21.1870  0.0000
C 4.2565 6.3740 18.7293  0.0000
Si 3.5390 5.4160 17.1967  -0.0049
C 2.1953 6.5175 16.4659  -0.0004
C 2.5728 3.9371 17.7815  0.0014
Se 5.1727 5.1278 15.6629  -0.0046
H 3.7590 6.1978 19.6789  0.0002
H 4.3964 7.4252 18.5424  0.0000
H 5.2450 5.9118 19.0305  0.0008
H 1.3625 6.8164 17.1225  0.0001
H 1.7773 6.1026 15.5372  0.0000
H 2.7213 7.3737 16.0808  0.0002
H 2.4174 4.0002 18.8622  0.0002
H 3.0358 2.9923 17.6013  -0.0013
H 1.6357 3.9773 17.2335  0.0003
Br 11.2685 3.2531 13.1093  0.0007
C 10.2622 4.3474 14.2263  0.0021
C 10.5399 5.6827 14.3100  -0.0012
C 9.7202 6.4731 15.0910  0.0000
C 8.6191 5.9506 15.7295  0.0083
N 8.4168 4.6527 15.7169  -0.0115
C 9.2199 3.8776 14.9784  -0.0160
H 11.3534 6.1404 13.7468  0.0000
H 9.8695 7.5644 15.1417  0.0000
H 7.9881 6.5920 16.2887  0.0002
H 8.9776 2.8412 14.9792  0.0004

Net charge: -1
Lowest unoccupied orbital energy (spin up / spin down): 0.0854 / 0.0854 hartree
Frontier orbital gap (spin up / spin down): 5.72 / 6.97 eV
Multiplicity: 6
<S²>: 8.781